165
Properties=species:S:1:pos:R:3:forces:R:3:lowdin_charge:R:1 method="wB97M-V/def2-TZVPD" total_energy_ev=-149393.967 e_homo_ev=-8.519 homo_lumo_gap_ev=8.56 charge=0
C 4.8666 -0.0243 -0.1605 0.14 -0.08 -0.65 -0.0508
C 4.5407 -0.7779 -1.4355 0.45 0.10 0.53 -0.2210
O 3.2578 -1.4065 -1.3648 -0.57 0.46 0.11 -0.0316
C 2.4990 -1.1298 -2.4895 0.97 -0.17 -1.34 -0.4268
O 3.0930 -1.7624 -3.6084 -0.67 0.18 0.28 0.1715
B 2.8967 -3.1514 -3.6158 0.57 0.23 0.22 -0.8150
O 1.8655 -3.6666 -4.3126 0.15 0.17 -0.82 0.2080
O 3.7810 -3.9640 -2.9576 -0.24 -0.70 0.59 0.1878
O 1.2167 -1.6274 -2.3972 0.21 -0.39 1.01 -0.0615
C 0.2607 -1.0024 -1.5382 -2.46 -0.25 -0.29 -0.4816
C 0.7136 -0.0465 -0.4322 0.22 0.29 -0.64 -0.2137
C 1.2886 1.3440 -0.7225 -0.05 0.04 -0.26 -0.2476
C 0.5498 2.2805 -1.6658 0.99 0.00 0.30 -0.5277
Cl 1.1895 3.9487 -1.3632 -0.18 -0.01 -0.05 0.5631
C -0.8869 -0.4646 -2.4870 0.74 -0.11 -0.92 -0.1941
C -0.2724 -0.2119 -3.8770 0.03 0.44 -0.10 -0.0922
O -1.1203 0.5401 -4.7336 -0.43 -0.46 0.44 0.0103
C -1.0766 1.8864 -4.5051 -2.54 -1.15 0.81 -0.5539
C -2.2240 2.5141 -3.7722 0.14 -0.24 -0.47 0.0147
O -0.1709 2.5115 -4.8739 3.26 2.03 -1.26 0.1652
O -1.9600 -1.3956 -2.7354 0.53 -0.11 0.53 -0.0707
C -3.2328 -0.8599 -2.7414 -1.08 -1.77 0.87 -0.4602
F -3.5049 -0.2102 -3.8898 -0.05 0.79 -0.55 0.0744
C -4.2645 -2.0147 -2.6607 0.70 0.75 0.28 -0.1070
P -5.9274 -1.4915 -2.1044 -0.10 -0.38 -0.27 0.3897
O -6.7736 -1.1955 -3.2261 -0.99 0.53 -1.50 -0.2464
O -6.5538 -2.7026 -1.2724 1.00 0.31 1.01 -0.1138
O -5.8312 -0.2297 -1.1122 0.94 -0.70 0.22 -0.1173
P -0.2865 -2.4936 -0.4593 1.54 -0.97 0.58 0.6845
O -0.6657 -3.7082 -1.4849 0.01 0.92 -0.18 -0.3487
I -2.2726 -1.8470 0.8901 -0.36 0.44 -0.90 0.6367
H 5.9061 0.2728 -0.2570 0.31 -0.06 0.28 0.0798
H 4.7182 -0.6389 0.7158 -0.02 -0.02 0.28 0.0821
H 4.3148 0.9041 -0.1086 -0.41 0.09 0.26 0.0627
H 5.2796 -1.5502 -1.6160 0.12 -0.25 -0.05 0.1233
H 4.6328 -0.0758 -2.2600 -0.37 -0.04 -0.34 0.1307
H 2.4927 -0.0763 -2.7565 0.06 0.36 0.32 0.1631
H 1.5605 -2.9416 -4.8858 -0.64 -0.28 -0.12 0.1115
H 3.6586 -3.8792 -2.0021 0.35 0.19 -0.04 0.1087
H -0.1298 0.0753 0.2366 -0.33 0.08 0.01 0.0500
H 1.4417 -0.5765 0.1671 0.26 -0.06 0.14 0.0962
H 1.3616 1.8506 0.2211 -0.09 -0.07 0.52 0.0599
H 2.3151 1.2761 -1.0660 0.21 -0.10 -0.24 0.0867
H 0.8482 2.0664 -2.6763 -0.39 0.11 -0.47 0.0435
H -0.5180 2.3297 -1.5354 -0.28 0.05 0.04 0.0635
H -1.3276 0.4369 -2.0835 0.02 0.19 0.31 0.1222
H -0.1300 -1.1651 -4.3627 -0.03 -0.21 -0.12 0.1135
H 0.6964 0.2821 -3.8240 0.09 0.09 0.06 0.1253
H -1.9788 3.5440 -3.6000 0.13 0.29 0.21 0.0675
H -2.3813 1.9973 -2.8359 -0.34 0.01 0.17 0.0608
H -3.1328 2.4965 -4.3603 -0.25 -0.33 -0.06 0.1031
H -3.3880 -0.2080 -1.8869 0.36 0.68 0.01 0.1192
H -3.8381 -2.8392 -2.1086 -0.01 -0.19 0.42 0.0860
H -4.3919 -2.3335 -3.6887 -0.29 -0.22 -0.15 0.0980
H -6.1310 -2.7019 -0.3900 -0.49 -0.45 -0.11 0.0818
H -5.0724 -0.3506 -0.5169 -0.21 0.32 0.27 0.0495
H -0.5830 -3.3979 -2.4011 -0.47 -0.21 -0.13 0.0278
O 1.7759 9.9991 -1.5950 -0.06 0.04 0.03 0.0226
C 1.4811 8.8180 -1.6355 0.09 0.02 -0.04 -0.5994
N 2.3774 7.8819 -2.0345 0.00 -0.06 -0.04 0.1716
C 0.1143 8.3024 -1.2513 0.07 -0.24 -0.04 -0.0058
H 2.1740 6.9009 -2.0815 -0.08 -0.02 0.01 0.0774
H 3.2954 8.1933 -2.2957 0.05 -0.13 0.04 0.0749
H -0.6313 8.7657 -1.8947 -0.01 0.08 0.06 0.0857
H -0.0864 8.5727 -0.2160 -0.04 0.10 -0.03 0.0833
H 0.0388 7.2195 -1.3522 -0.04 0.01 0.00 0.0582
O 0.9574 0.9364 2.1282 0.04 0.18 0.39 -0.0114
C 1.5623 0.9694 3.1952 0.13 -0.23 0.11 -0.5676
N 2.5243 1.8998 3.4158 0.04 0.09 -0.06 0.1845
C 1.3014 0.0129 4.3203 0.30 0.01 0.15 0.0135
H 3.0498 1.9726 4.2744 -0.13 0.01 0.12 0.0718
H 2.7207 2.5509 2.6732 0.09 -0.04 0.00 0.1076
H 1.4880 -1.0029 3.9689 -0.12 0.01 -0.07 0.0923
H 0.2613 0.1085 4.6246 -0.05 -0.03 -0.14 0.0758
H 1.9399 0.2120 5.1807 -0.13 -0.06 -0.16 0.0383
O 2.5099 0.4399 7.1387 -0.06 -0.02 0.23 0.0254
C 3.0333 0.2022 8.2094 0.11 0.04 -0.04 -0.5813
N 4.3777 0.0330 8.3163 0.08 -0.03 -0.07 0.1601
C 2.2456 0.0780 9.4909 0.19 -0.03 0.12 -0.0040
H 4.8425 -0.1638 9.1821 -0.08 0.00 0.03 0.0936
H 4.9256 0.1141 7.4766 0.00 0.04 0.01 0.1087
H 1.5217 -0.7276 9.3840 -0.07 0.07 -0.04 0.0870
H 1.7185 1.0125 9.6733 -0.08 -0.03 -0.06 0.0859
H 2.8839 -0.1366 10.3475 -0.03 0.00 0.02 0.0694
O -1.4359 1.7024 4.0548 -0.23 0.03 0.17 0.0432
C -1.4366 2.9076 3.9077 0.16 0.02 -0.11 -0.5861
N -0.4435 3.5402 3.2236 0.07 0.01 -0.05 0.1732
C -2.5268 3.7950 4.4637 0.09 0.20 -0.12 -0.0097
H -0.4141 4.5324 3.0829 -0.10 0.00 0.06 0.0933
H 0.2972 2.9702 2.8409 -0.15 -0.01 -0.10 0.0640
H -2.5622 3.6766 5.5449 -0.07 -0.08 -0.01 0.0845
H -3.4821 3.4908 4.0384 -0.02 -0.08 0.09 0.0820
H -2.3592 4.8477 4.2326 -0.03 0.00 0.03 0.0665
O -0.5210 -2.6960 -6.0386 0.02 0.00 -0.03 0.0329
C -1.2599 -3.6257 -5.7452 0.06 0.00 0.10 -0.5690
N -0.8824 -4.5512 -4.8315 -0.14 -0.20 0.18 0.1855
C -2.6224 -3.8186 -6.3570 -0.05 -0.14 0.09 0.0084
H -1.4542 -5.3345 -4.5513 -0.13 0.11 0.03 0.0824
H 0.0238 -4.4275 -4.4118 0.23 -0.22 0.01 0.0701
H -2.5180 -3.9277 -7.4355 -0.02 0.13 -0.01 0.0885
H -3.2357 -2.9449 -6.1413 0.05 0.07 -0.11 0.0863
H -3.1186 -4.7033 -5.9592 -0.03 0.01 -0.01 0.0641
O -2.8006 -7.4970 -4.3804 -0.02 0.16 0.01 0.0268
C -2.9841 -7.8362 -5.5361 0.06 -0.01 -0.02 -0.6011
N -2.1296 -7.4550 -6.5204 0.11 0.09 -0.01 0.1603
C -4.1531 -8.6894 -5.9600 0.08 0.01 -0.20 -0.0035
H -2.2396 -7.7082 -7.4843 -0.08 -0.05 0.03 0.1000
H -1.3423 -6.8859 -6.2549 0.05 -0.03 -0.09 0.0925
H -5.0773 -8.1754 -5.7028 0.00 -0.04 0.10 0.0887
H -4.1095 -9.6377 -5.4280 -0.06 0.04 0.08 0.0877
H -4.1496 -8.8884 -7.0311 -0.02 -0.02 0.01 0.0712
O -5.6939 -2.3788 2.7877 -0.12 -0.02 0.01 0.0002
C -5.0969 -2.6038 3.8311 -0.13 0.12 -0.22 -0.6179
N -3.7608 -2.7876 3.8338 0.22 -0.14 -0.06 0.1455
C -5.7866 -2.6954 5.1650 0.18 0.04 0.20 -0.0092
H -3.2229 -2.9741 4.6607 -0.08 0.03 0.04 0.1047
H -3.2954 -2.7279 2.9387 0.02 -0.16 0.41 -0.1042
H -6.5240 -3.4942 5.1284 -0.11 0.10 0.01 0.0790
H -6.2890 -1.7531 5.3769 -0.09 -0.03 -0.09 0.0874
H -5.0833 -2.9057 5.9694 -0.06 -0.07 0.04 0.0733
O -3.1045 4.4544 -1.8692 -0.09 0.14 0.13 0.0285
C -3.8804 4.9651 -1.0834 0.03 -0.04 0.10 -0.5768
N -3.7559 4.7711 0.2577 0.12 -0.04 0.05 0.1603
C -5.0273 5.8401 -1.5237 -0.06 0.03 0.22 -0.0012
H -4.3777 5.1738 0.9329 -0.06 0.01 -0.07 0.0933
H -2.9988 4.1895 0.5781 -0.02 0.00 0.01 0.1008
H -5.6789 5.2646 -2.1785 0.06 0.02 -0.08 0.0899
H -4.6308 6.6935 -2.0707 0.00 -0.06 -0.09 0.0867
H -5.6131 6.2058 -0.6811 -0.02 0.01 -0.03 0.0706
O 3.9137 3.2269 5.8713 -0.02 -0.05 -0.06 0.0158
C 3.9021 4.4362 5.7261 0.07 0.04 -0.02 -0.5914
N 4.8838 5.0771 5.0399 0.04 -0.07 -0.05 0.1611
C 2.8080 5.3083 6.2893 0.09 0.20 -0.09 0.0005
H 4.9036 6.0701 4.9018 -0.07 0.00 0.04 0.0973
H 5.6261 4.5182 4.6541 0.01 0.03 0.00 0.1087
H 2.7795 5.1855 7.3702 -0.07 -0.09 -0.01 0.0886
H 1.8547 4.9938 5.8669 -0.01 -0.09 0.08 0.0818
H 2.9628 6.3622 6.0605 -0.03 0.00 0.02 0.0718
O 6.2222 7.4060 -1.7811 0.01 -0.08 -0.01 0.0286
C 6.5629 8.0277 -2.7690 -0.05 0.05 0.02 -0.6022
N 5.8594 9.1098 -3.1978 -0.13 0.00 0.02 0.1570
C 7.7738 7.6563 -3.5904 -0.04 0.18 -0.14 -0.0083
H 6.1046 9.6492 -4.0063 0.05 -0.05 -0.01 0.0980
H 5.0508 9.3806 -2.6636 0.07 0.18 0.01 0.0926
H 7.6482 6.6428 -3.9662 0.04 -0.04 0.08 0.0861
H 8.6570 7.6975 -2.9559 -0.01 -0.10 0.03 0.0856
H 7.9192 8.3275 -4.4362 0.03 -0.02 -0.01 0.0697
O -4.1169 -5.6119 6.7798 -0.05 0.10 -0.05 0.0241
C -4.0931 -6.2555 5.7473 0.06 -0.03 0.03 -0.6005
N -2.9951 -6.9716 5.3846 0.08 0.00 0.05 0.1544
C -5.2616 -6.3086 4.7948 0.15 -0.22 -0.14 0.0042
H -2.9416 -7.5108 4.5411 -0.08 0.03 -0.01 0.0948
H -2.2009 -6.9530 6.0015 0.00 -0.01 -0.01 0.1063
H -5.4798 -5.2999 4.4564 -0.07 0.00 0.01 0.0540
H -6.1287 -6.7128 5.3140 -0.02 0.10 0.04 0.0922
H -5.0547 -6.9297 3.9242 -0.04 0.01 -0.02 0.0756
O 5.0336 -7.7210 0.7505 -0.06 -0.04 0.02 0.0316
C 4.7443 -7.1051 -0.2557 0.05 0.02 0.00 -0.6022
N 5.6128 -6.2206 -0.8208 0.05 0.15 -0.03 0.1555
C 3.4165 -7.2618 -0.9583 0.07 0.20 -0.18 -0.0030
H 5.4062 -5.6956 -1.6522 -0.07 -0.09 -0.04 0.0799
H 6.5055 -6.0942 -0.3755 0.00 -0.02 0.00 0.1051
H 2.6176 -6.9964 -0.2679 -0.01 -0.10 0.04 0.0867
H 3.2982 -8.3001 -1.2620 -0.05 -0.02 0.10 0.0862
H 3.3405 -6.6279 -1.8423 -0.03 -0.02 -0.01 0.0617